# C34H36AsBrN4O7OsS

A molecular structure, C34H36AsBrN4O7OsS at a distorted geometry (ωB97M-V/def2-TZVPD, the Open Molecules 2025 dataset).

- expectation value of S² = 6.05
- gap between HOMO and LUMO (alpha / beta) (eV) = 3.9 / 3.3

Geometry as ORCA input:
```
! RIJCOSX wB97M-V def2-TZVPD def2/J DEFGRID3
* xyz 2 5
Os 0.26 -0.15 -0.06
C -2.71 4.99 -2.22
C -3.18 3.66 -1.85
N -2.34 2.73 -1.51
C -3.16 1.62 -1.21
C -4.50 1.98 -1.35
N -4.47 3.29 -1.79
C -5.78 1.20 -1.18
O -5.68 0.06 -0.49
O -6.82 1.60 -1.69
C -2.57 0.33 -0.75
O -3.22 -0.51 -0.14
O -1.36 0.10 -1.25
H -2.13 5.42 -1.41
H -3.47 5.69 -2.54
H -1.90 4.86 -3.01
H -5.31 3.81 -1.98
H -4.67 -0.17 -0.24
C 5.85 1.15 1.90
C 4.60 0.52 1.45
C 4.40 0.13 0.13
C 3.13 -0.26 -0.23
N 2.14 -0.36 0.70
C 2.46 -0.25 2.02
C 3.64 0.31 2.46
H 6.17 0.76 2.88
H 5.74 2.23 1.91
H 6.60 0.98 1.10
H 5.16 0.28 -0.60
H 2.86 -0.43 -1.27
H 1.63 -0.49 2.73
H 3.80 0.55 3.53
C -0.37 -0.32 4.38
As -1.59 -0.14 2.93
C -1.97 1.80 2.89
C -3.31 -1.06 3.18
O -0.75 -0.86 1.58
H -0.81 0.08 5.35
H 0.40 0.36 4.10
H -0.02 -1.36 4.48
H -2.52 2.01 3.79
H -2.67 1.86 2.03
H -1.06 2.34 2.69
H -4.00 -0.50 3.81
H -3.15 -2.04 3.57
H -3.70 -1.19 2.15
Br 3.12 6.34 -2.76
C 1.75 5.71 -1.62
C 1.07 6.52 -0.68
C 0.28 5.92 0.30
C 0.14 4.54 0.41
C 0.74 3.75 -0.59
C 1.59 4.35 -1.57
C 0.71 2.34 -0.40
O 1.03 1.46 -1.26
O 0.19 1.78 0.70
H 1.23 7.58 -0.67
H -0.28 6.58 0.98
H -0.50 4.07 1.20
H 2.23 3.72 -2.19
N 0.35 -1.83 -0.88
S 0.70 -3.37 -0.24
C 2.08 -4.08 -1.13
C 2.84 -5.01 -0.38
C 4.16 -5.29 -0.82
C 4.74 -4.63 -1.91
C 3.93 -3.76 -2.66
C 2.58 -3.57 -2.29
C -0.77 -4.32 -0.80
C -0.98 -4.82 -2.08
C -2.20 -5.49 -2.36
C -3.13 -5.68 -1.38
C -2.88 -5.11 -0.10
C -1.72 -4.44 0.22
H 0.28 -1.85 -1.91
H 2.39 -5.38 0.57
H 4.70 -6.12 -0.33
H 5.83 -4.72 -2.08
H 4.32 -3.22 -3.52
H 1.90 -2.88 -2.87
H -0.28 -4.67 -2.87
H -2.49 -5.71 -3.37
H -4.13 -6.07 -1.56
H -3.58 -5.30 0.74
H -1.57 -3.94 1.16
*
```

# C2Cl3FN4

A molecular structure, C2Cl3FN4 at a distorted geometry (ωB97M-V/def2-TZVPD, the Open Molecules 2025 dataset).

- gap between HOMO and LUMO (alpha / beta) (eV) = 7.5 / 7.3

Geometry as ORCA input:
```
! RIJCOSX wB97M-V def2-TZVPD def2/J DEFGRID3
* xyz 0 1
C -1.95 0.75 0.25
C 2.61 -0.33 -0.21
N -2.56 -0.41 0.07
N -1.69 -1.23 -0.26
N -0.57 -0.63 -0.27
N -0.64 0.62 0.09
F -2.63 1.80 0.63
Cl 2.95 1.13 -1.07
Cl 1.44 -1.34 -0.69
Cl 3.04 -0.35 1.44
*
```

# C25H40CdN5O9P2

A molecular structure, C25H40CdN5O9P2 (ωB97M-V/def2-TZVPD, the Open Molecules 2025 dataset).

- gap between HOMO and LUMO (eV) = 7.1

Geometry as ORCA input:
```
! RIJCOSX wB97M-V def2-TZVPD def2/J DEFGRID3
* xyz 1 1
Cd -0.26 -0.46 0.72
O 0.14 -4.10 3.54
C -0.15 -3.05 2.78
O 0.55 -2.66 1.88
C -1.46 -2.41 3.15
C -2.40 -3.01 3.98
C -3.60 -2.35 4.18
C -3.83 -1.14 3.53
C -2.83 -0.63 2.72
N -1.67 -1.24 2.56
C -2.93 0.68 1.97
O -4.15 1.12 1.67
O -1.96 1.37 1.79
H 0.97 -4.49 3.21
H -2.18 -3.95 4.45
H -4.36 -2.77 4.82
H -4.76 -0.61 3.67
H -4.80 0.40 1.72
C 3.06 -1.15 -0.35
N 3.51 -0.63 0.95
C 3.97 -1.70 1.83
P 2.70 0.62 1.63
O 1.32 0.35 2.15
O 2.66 1.65 0.39
P 1.38 2.33 -0.37
O 0.28 1.34 -0.52
N 1.92 2.79 -1.82
C 2.07 1.78 -2.87
C 2.78 3.96 -1.99
N 1.03 3.63 0.54
C 1.91 4.17 1.57
C -0.36 4.08 0.61
N 3.64 1.22 2.80
C 5.00 1.68 2.50
C 3.10 1.69 4.06
H 3.91 -1.64 -0.84
H 2.72 -0.34 -1.00
H 2.26 -1.88 -0.24
H 4.83 -2.19 1.37
H 3.19 -2.44 2.00
H 4.29 -1.29 2.79
H 1.40 0.94 -2.68
H 3.10 1.43 -2.93
H 1.79 2.22 -3.83
H 2.56 4.70 -1.23
H 2.59 4.40 -2.96
H 3.84 3.69 -1.93
H 2.95 3.92 1.37
H 1.63 3.79 2.55
H 1.82 5.26 1.58
H -0.94 3.64 -0.19
H -0.40 5.16 0.53
H -0.80 3.77 1.56
H 5.34 1.28 1.55
H 5.68 1.34 3.28
H 5.03 2.77 2.46
H 2.05 1.41 4.16
H 3.17 2.78 4.13
H 3.66 1.26 4.89
C -4.50 -2.43 -6.20
C -3.74 -2.16 -4.93
C -3.28 -3.21 -4.14
C -2.58 -2.98 -2.96
C -2.06 -4.12 -2.13
C -2.35 -1.66 -2.58
C -2.80 -0.59 -3.34
C -2.52 0.83 -2.89
C -3.48 -0.86 -4.51
C -1.61 -1.38 -1.33
O -0.35 -1.52 -1.32
O -2.23 -1.01 -0.29
H -4.50 -3.49 -6.44
H -4.07 -1.88 -7.04
H -5.54 -2.11 -6.10
H -3.47 -4.23 -4.44
H -2.58 -5.05 -2.36
H -2.17 -3.93 -1.06
H -0.99 -4.28 -2.32
H -1.44 1.03 -2.84
H -2.93 1.02 -1.90
H -2.96 1.54 -3.59
H -3.83 -0.03 -5.12
*
```

# C5H6O

C5H6O in the gas phase at a distorted geometry (ωB97M-V/def2-TZVPD, the Open Molecules 2025 dataset).

- gap between HOMO and LUMO (eV) = 9.9
- structure (SMILES) = O=C1C[C@H]2C[C@@H]12

Geometry as ORCA input:
```
! RIJCOSX wB97M-V def2-TZVPD def2/J DEFGRID3
* xyz 0 1
O 1.81 -1.58 -0.25
C 0.89 -0.81 -0.19
C -0.13 -0.36 -1.25
C -0.45 0.90 -0.43
C -0.94 0.38 0.88
C 0.53 0.19 0.85
H 0.32 -0.20 -2.23
H -0.97 -1.05 -1.36
H 0.56 1.41 -0.12
H -1.48 -0.57 0.87
H -1.32 1.10 1.60
H 1.17 0.60 1.63
*
```